Arrangement A

Below is the ion C4H9N2O2 with charge -1, with properties calculated with ωB97M-V with the def2-TZVPD basis set.

Last column: Mulliken charge in e.
Cartesian coordinates (Å):
H 1.590 1.126 1.354  0.316
H -1.405 -0.583 -1.296  0.191
H -3.513 -1.092 -0.254  0.101
H -1.258 1.105 1.152  0.358
N 0.283 1.142 -0.220  -0.499
O 1.441 -1.267 -1.037  -0.529
N -2.951 -0.398 0.224  -0.764
C -0.777 0.463 0.393  -0.238
C -1.919 0.084 -0.568  -0.278
H -0.493 -0.443 0.964  0.042
C 1.976 -0.774 0.244  0.173
H 2.283 1.357 -0.283  0.417
H 1.337 -1.207 1.037  0.281
C 1.505 0.895 0.304  -0.514
O 3.199 -0.854 0.403  -0.624
H -2.204 0.989 -1.147  0.219
H 0.908 -0.542 -1.273  0.346

Computed properties:
**Molar mass**: 117.13 g/mol
**E_LUMO**: 0.064 hartree
**Charge**: -1
**Orbital gap**: 4.27 eV

***

Arrangement B

Below is the ion C4H9N2O2 with charge -1, with properties calculated with ωB97M-V with the def2-TZVPD basis set.

Last column: Mulliken charge in e.
Cartesian coordinates (Å):
N 1.449 2.477 -0.993  -0.570
C -1.516 -2.293 1.321  0.499
H -0.628 1.274 -0.286  0.410
H -2.002 -0.418 0.483  0.113
C -1.414 -1.280 0.144  -0.397
H 2.275 0.632 -0.480  0.190
H 1.358 0.623 -1.964  0.301
H 0.584 -1.340 0.395  0.310
O -0.534 -2.408 2.080  -0.733
C 1.349 1.000 -0.945  -0.275
O -2.622 -2.891 1.391  -0.754
C 0.164 0.561 -0.055  -0.666
H 2.390 2.811 -0.861  0.199
H -2.089 -1.711 -0.607  0.243
H 0.483 0.825 0.971  0.236
N -0.067 -0.856 -0.206  -0.306
H 0.821 2.995 -0.387  0.202

Computed properties:
**SMILES string**: NCCNCC(=O)[O-]
**Molar mass**: 117.13 g/mol
**E_LUMO**: 0.132 hartree
**Charge**: -1
**Orbital gap**: 7.63 eV

***

Arrangement C

Below is a cluster of 2 separate species, C4H9N2O2 in total, with properties calculated with ωB97M-V with the def2-TZVPD basis set.

Last column: Mulliken charge in e.
Cartesian coordinates (Å):
O -1.793 -1.008 0.465  -0.723
H -2.870 -2.011 -1.622  0.284
N 1.106 1.959 0.972  -0.332
C 1.964 1.031 0.456  0.161
H 1.712 0.011 0.720  0.364
H -0.932 1.464 0.605  0.241
H -0.587 2.096 2.232  0.290
N 2.981 1.373 -0.239  -0.838
C -1.103 -1.375 -0.511  0.636
H 3.443 0.543 -0.593  0.237
C -0.199 1.497 1.408  -0.769
H -0.112 0.466 1.730  0.321
C -1.813 -2.275 -1.554  -0.980
H -1.344 -2.151 -2.530  0.294
O 0.103 -1.120 -0.738  -0.677
H -1.719 -3.319 -1.251  0.207
H 1.164 2.819 0.448  0.285

Computed properties:
**Molar mass**: 117.13 g/mol
**E_LUMO**: 0.155 hartree
**Charge**: -1
**Orbital gap**: 8.50 eV

***

Best to worst by energy: arrangement C, arrangement B, arrangement A.

***

Arrangement A

Below is the molecule C3H3BrF2, with properties calculated with ωB97M-V with the def2-TZVPD basis set.

Last column: Mulliken charge in e.
Cartesian coordinates (Å):
Br -0.688 -1.424 -1.726  -0.135
F -1.080 1.139 1.400  -0.227
C -0.261 -0.247 -0.299  0.141
F -2.549 0.110 0.166  -0.221
C -1.256 0.301 0.381  0.581
H 1.677 -0.952 0.214  0.299
H 1.304 0.681 0.804  0.291
H 1.668 0.403 -0.912  0.300
C 1.184 -0.010 -0.027  -1.029

Computed properties:
**SMILES string**: CC(Br)=C(F)F
**Molar mass**: 156.96 g/mol
**E_LUMO**: 0.030 hartree
**Charge**: 0
**Orbital gap**: 10.23 eV

***

Arrangement B

Below is a cluster of 2 separate species, C3H3BrF2 in total, with properties calculated with ωB97M-V with the def2-TZVPD basis set.

Last column: Mulliken charge in e.
Cartesian coordinates (Å):
C 2.609 -1.646 0.363  0.224
Br 2.632 1.600 -0.014  -0.030
H -0.115 0.300 0.989  0.247
H 0.068 -1.207 0.097  0.284
F 3.797 -1.711 -0.053  -0.124
C 1.684 0.081 -0.390  0.069
H -0.338 0.299 -0.709  0.370
C 0.284 -0.191 -0.050  -0.872
F 2.003 -2.723 -0.045  -0.169

Computed properties:
**Molar mass**: 156.96 g/mol
**E_LUMO (alpha / beta)**: -0.028 / -0.028 hartree
**Charge**: 0
**Orbital gap (alpha / beta)**: 7.69 / 7.53 eV

***

Best to worst by energy: arrangement A, arrangement B.

***

Arrangement A

Below is a structure of composition C2H6N2O2S, with properties calculated with ωB97M-V with the def2-TZVPD basis set.

Last column: Mulliken charge in e.
Cartesian coordinates (Å):
O 3.316 0.727 0.507  -0.556
O 2.549 -1.210 -0.840  -0.569
H 0.353 -1.627 0.937  0.284
C -0.516 -1.375 0.262  -0.776
N -0.259 -0.010 -0.171  -0.177
H -0.910 0.383 -0.877  0.266
H -0.342 -2.113 -0.576  0.330
H 0.818 2.355 -0.929  0.117
H -1.487 -1.517 0.855  0.288
S 2.340 -0.458 0.441  0.406
H 2.590 1.603 -0.017  0.386
N 1.338 1.744 -0.425  -0.485
C 0.907 0.528 -0.081  0.488

Computed properties:
**Molar mass**: 122.15 g/mol
**E_LUMO**: 0.017 hartree
**Charge**: 0
**Orbital gap**: 9.62 eV

***

Arrangement B

Below is the molecule C2H6N2O2S, with properties calculated with ωB97M-V with the def2-TZVPD basis set.

Last column: Mulliken charge in e.
Cartesian coordinates (Å):
H 0.624 2.823 -1.026  0.350
C 0.145 -0.063 0.151  0.446
N -0.198 -0.549 -1.068  -0.417
O 1.131 1.769 -0.943  -0.624
O -0.935 -1.839 1.083  -0.424
C 1.158 1.111 0.374  -0.105
H 0.031 0.413 -1.704  0.397
H 2.294 0.782 0.444  0.195
H -1.363 -1.821 2.035  0.360
S -1.755 -1.265 -1.497  -0.183
H 0.700 1.699 1.300  0.259
H -1.692 -2.450 -0.423  0.236
N -0.140 -0.608 1.274  -0.490

Computed properties:
**SMILES string**: OC/C(=N/O)NS
**Molar mass**: 122.15 g/mol
**E_LUMO**: 0.006 hartree
**Charge**: 0
**Orbital gap**: 8.26 eV

***

Best to worst by energy: arrangement A, arrangement B.

***

Arrangement A

Below is the molecule C2H6N2O2S, with properties calculated with ωB97M-V with the def2-TZVPD basis set.

Last column: Mulliken charge in e.
Cartesian coordinates (Å):
O 1.134 1.263 -1.127  -0.612
H -0.725 -0.825 2.122  0.313
N 1.266 0.053 0.905  -0.584
N -0.013 -0.145 0.308  -0.040
H 1.730 0.184 0.081  0.353
H 0.682 -0.540 -2.742  0.357
H 1.159 0.875 1.543  0.239
S -0.245 0.920 -1.045  0.437
H -0.890 0.905 1.861  0.319
H -1.943 -0.355 1.059  0.358
O -0.923 -1.611 -2.180  -0.387
C -1.020 -0.073 1.395  -0.865
C -0.211 -0.652 -2.180  0.111

Computed properties:
**Molar mass**: 122.15 g/mol
**E_LUMO**: 0.005 hartree
**Charge**: 0
**Orbital gap**: 8.73 eV

***

Arrangement B

Below is the molecule C2H6N2O2S, with properties calculated with ωB97M-V with the def2-TZVPD basis set.

Last column: Mulliken charge in e.
Cartesian coordinates (Å):
H 2.299 -0.839 -1.567  0.352
H -1.318 0.548 2.065  0.303
H 1.191 1.587 -1.427  0.258
O 1.801 -0.160 -2.048  -0.415
H 1.152 -2.498 0.487  0.360
O 1.349 -1.653 0.066  -0.467
N 0.145 -0.961 0.203  -0.361
S -1.113 1.340 -0.185  -0.106
H -2.704 1.388 1.510  0.339
N 1.346 0.690 -1.016  -0.274
H -2.399 -0.308 1.007  0.265
C 0.220 0.200 -0.349  0.588
C -1.970 0.666 1.254  -0.842

Computed properties:
**SMILES string**: CS/C(=N/O)NO
**Molar mass**: 122.15 g/mol
**E_LUMO**: 0.031 hartree
**Charge**: 0
**Orbital gap**: 9.46 eV

***

Arrangement C

Below is a cluster of 2 separate species, C2H6N2O2S in total, with properties calculated with ωB97M-V with the def2-TZVPD basis set.

Last column: Mulliken charge in e.
Cartesian coordinates (Å):
O 1.340 0.701 1.071  -0.526
H 0.744 -1.832 -0.292  0.336
H -1.776 0.499 1.630  0.239
H -2.427 0.969 0.033  0.306
C -1.931 -1.047 0.209  0.286
S 2.380 -0.211 0.540  0.673
H 2.071 1.197 -1.272  0.273
O 1.643 -1.685 0.209  -0.495
N 2.689 0.415 -1.143  -0.559
C -1.753 0.367 0.546  -0.406
H -0.732 0.548 0.185  0.016
N -1.965 -2.173 0.032  -0.423
H 2.671 -0.352 -1.780  0.280

Computed properties:
**Molar mass**: 122.15 g/mol
**E_LUMO**: 0.023 hartree
**Charge**: 0
**Orbital gap**: 11.26 eV

***

Arrangement D

Below is a structure of composition C2H6N2O2S, with properties calculated with ωB97M-V with the def2-TZVPD basis set.

Last column: Mulliken charge in e.
Cartesian coordinates (Å):
H -1.118 1.162 2.059  0.262
O 1.807 0.142 0.532  -0.202
H 1.268 -0.761 -1.215  0.169
H -0.203 0.029 1.976  0.282
N -1.010 -1.094 -0.470  -0.483
C 1.396 1.185 -0.133  -0.084
H 2.770 -0.022 -1.433  0.275
C 1.908 0.062 -0.897  -0.282
S -0.895 0.583 -0.160  0.744
O -1.985 1.413 -0.513  -0.589
H -1.289 -1.392 -1.361  0.208
N -1.029 0.337 1.486  -0.589
H -1.620 -1.643 0.128  0.289

Computed properties:
**Molar mass**: 122.15 g/mol
**E_LUMO**: 0.021 hartree
**Charge**: 0
**Orbital gap**: 9.39 eV

***

Best to worst by energy: arrangement C, arrangement B, arrangement A, arrangement D.

***

Arrangement A

Below is the molecule C5H7NS, with properties calculated with ωB97M-V with the def2-TZVPD basis set.

Last column: Mulliken charge in e.
Cartesian coordinates (Å):
H 2.064 0.445 -0.494  0.210
C 0.341 -1.956 -0.173  -0.870
H 1.589 2.129 -0.253  0.382
C -2.239 0.977 0.095  -0.220
H 1.880 1.155 1.166  0.240
C 1.412 1.206 0.146  -1.083
H -3.060 1.630 0.139  0.493
S -2.166 -0.719 -0.244  -0.154
N -1.101 1.594 0.210  -0.584
H 1.110 -1.592 -0.920  0.217
H 0.947 -2.133 0.741  0.249
C -0.478 -0.765 -0.024  0.454
C -0.037 0.833 0.180  0.325
H -0.262 -2.804 -0.569  0.342

Computed properties:
**SMILES string**: Cc1ncsc1C
**Molar mass**: 113.18 g/mol
**E_LUMO**: 0.028 hartree
**Charge**: 0
**Orbital gap**: 8.54 eV

***

Arrangement B

Below is the molecule C5H7NS, with properties calculated with ωB97M-V with the def2-TZVPD basis set.

Last column: Mulliken charge in e.
Cartesian coordinates (Å):
C 1.789 0.739 0.049  -0.976
C -1.883 0.232 0.055  -0.851
H -3.891 -0.812 0.046  0.449
H 1.920 1.222 0.999  0.346
H 2.567 -0.024 -0.150  0.306
H 1.894 1.508 -0.693  0.362
H -0.149 -1.609 -0.971  0.334
C -2.973 -0.269 -0.003  0.232
C 0.331 -1.291 -0.010  -0.844
N 0.461 0.125 -0.003  0.058
S -0.661 2.608 -0.020  -0.278
C -0.597 0.926 -0.006  0.245
H 1.402 -1.739 -0.146  0.271
H -0.211 -1.616 0.854  0.347

Computed properties:
**SMILES string**: C#CC(=S)N(C)C
**Molar mass**: 113.18 g/mol
**E_LUMO**: 0.010 hartree
**Charge**: 0
**Orbital gap**: 8.51 eV

***

Best to worst by energy: arrangement A, arrangement B.

***

Arrangement A

Below is the molecule C6H7NS, with properties calculated with ωB97M-V with the def2-TZVPD basis set.

Last column: Mulliken charge in e.
Cartesian coordinates (Å):
H 0.671 3.152 -0.629  0.358
C 0.085 0.516 1.323  -0.485
H 0.530 -3.850 0.474  0.172
C -1.152 -1.005 -0.268  -0.579
N -0.337 -2.179 -0.254  -0.178
C 1.037 2.147 -0.404  -0.514
H 2.067 2.070 -0.769  0.343
H -0.129 -0.035 2.215  0.445
H -1.978 -1.072 0.451  0.402
C -0.131 -3.011 0.621  -0.366
C 0.169 1.060 -0.932  -0.528
H -1.561 -0.926 -1.280  0.325
S 1.055 1.939 1.411  -0.125
H -0.019 0.987 -1.986  0.386
C -0.307 0.207 0.026  0.344

Computed properties:
**Molar mass**: 125.20 g/mol
**E_LUMO (alpha / beta)**: -0.061 / -0.066 hartree
**Charge**: 0
**Orbital gap (alpha / beta)**: 3.78 / 3.50 eV

***

Arrangement B

Below is the molecule C6H7NS, with properties calculated with ωB97M-V with the def2-TZVPD basis set.

Last column: Mulliken charge in e.
Cartesian coordinates (Å):
S -0.662 2.175 0.176  -0.085
H 1.268 3.380 -0.198  0.324
H -0.113 -2.338 -1.938  0.297
N -0.755 -1.723 1.444  -0.555
H 1.605 1.868 -0.859  0.355
C -0.308 -1.731 -0.993  -0.298
H -0.204 0.231 -2.043  0.312
C -0.622 0.381 0.219  0.109
C -0.729 -0.442 1.438  -0.170
H -0.896 0.078 2.336  0.447
C -0.429 -0.319 -1.029  -0.217
C 1.083 2.329 -0.070  -0.908
H 1.677 1.971 0.832  0.277
C -0.534 -2.380 0.307  -0.205
H -0.381 -3.478 0.378  0.317

Computed properties:
**SMILES string**: CSc1cccnc1
**Molar mass**: 125.20 g/mol
**E_LUMO**: 0.022 hartree
**Charge**: 0
**Orbital gap**: 9.48 eV

***

Best to worst by energy: arrangement B, arrangement A.